75
Properties=species:S:1:pos:R:3:forces:R:3:mulliken_spin:R:1 method="wB97M-V/def2-TZVPD" total_energy_ha=-6095.3662 s2=2.01 total_charge=0 spin_multiplicity=3 relative_energy_ev=0.2470
Pd -1.775686 0.517092 -1.113567 0.53 -0.17 0.03 1.24
Ge 1.532660 -0.194468 0.684020 0.07 0.03 -0.08 -0.01
S -0.311933 0.923082 0.834472 -0.30 0.02 0.09 0.29
S -0.068919 1.616872 -2.661831 -0.33 -0.07 -0.02 0.11
F 3.936598 4.149536 -1.065033 0.04 0.02 0.01 0.00
F 0.202085 -1.408710 -1.858165 -0.06 0.15 0.01 0.01
F 3.625545 -1.231886 -1.584318 -0.01 -0.02 0.03 0.00
F 2.831505 -2.914223 1.767398 0.00 -0.01 -0.01 0.00
F 0.395107 -3.812272 -2.981153 -0.10 -0.02 0.04 0.00
F 0.462699 -1.751818 3.055768 0.01 0.03 -0.03 0.00
F 5.429895 2.852432 -2.921459 0.02 0.02 -0.02 0.00
F 3.336602 -0.453210 6.507237 0.01 0.00 0.02 0.00
F 4.035493 1.216654 2.204603 0.01 0.00 -0.02 0.00
F 2.290736 2.787071 0.529523 -0.01 0.01 0.00 0.00
F 4.743530 1.084837 4.769720 0.01 0.00 0.00 0.00
F 5.256870 0.149977 -3.150224 0.00 0.00 0.00 0.00
F 1.187622 -1.868172 5.634350 0.00 0.00 0.01 0.00
F 2.889579 -5.341506 0.695892 0.00 0.01 -0.01 0.00
F 1.691522 -5.825630 -1.688227 0.00 0.00 -0.01 0.00
N -3.690641 1.351268 -1.230059 0.02 0.39 0.12 0.13
N -0.519270 3.965472 -1.210781 0.11 -0.09 0.09 0.00
N 1.177457 5.208491 -1.856663 -0.04 -0.02 -0.03 0.00
N 1.181122 3.982727 -2.459923 0.05 0.00 0.01 0.01
N -2.973463 -0.713901 0.317173 -0.04 -0.21 -0.23 0.10
N -1.646845 3.557706 -0.531968 0.07 -0.03 -0.02 0.00
C 4.611556 2.165428 -2.131111 -0.02 -0.01 0.02 0.00
C -2.491741 -3.146978 0.252169 0.03 -0.02 0.01 0.00
C -4.486517 1.002744 -0.168030 -0.10 -0.23 -0.14 0.04
C 0.141325 5.174088 -1.087947 -0.05 0.07 -0.06 0.00
C 3.294419 0.449223 3.016197 0.01 0.01 0.01 0.00
C 2.972420 -0.388107 5.231834 -0.01 0.00 -0.02 0.00
C -2.432125 -5.579981 -1.114285 0.05 0.01 -0.01 0.00
C -5.582064 1.848968 -0.088821 0.02 0.08 0.03 0.03
C -1.961667 -4.286403 0.856449 0.07 0.02 -0.04 0.00
C -1.932675 -5.494394 0.181066 0.03 -0.02 -0.02 0.00
C 3.654378 0.097403 -1.415711 0.02 -0.01 -0.01 0.00
C 1.515674 -1.019154 3.455613 -0.06 -0.02 0.03 -0.01
C 1.457194 -2.058934 0.031422 0.02 -0.07 0.02 -0.01
C -2.983018 -3.235859 -1.042452 -0.01 -0.01 0.02 0.00
C -0.321830 6.268865 -0.205754 0.00 -0.01 0.02 0.00
C 0.929590 -3.603964 -1.780687 -0.03 -0.03 0.02 0.00
C 2.154045 -3.100298 0.624715 -0.02 -0.02 0.07 0.00
C -4.256984 2.436229 -1.800034 0.00 -0.11 -0.09 0.01
C 3.687383 0.393158 4.343597 -0.02 0.00 0.01 0.00
C 0.848183 -2.368046 -1.170973 0.00 0.07 -0.09 0.00
C 3.847865 2.824129 -1.182199 0.04 -0.05 0.01 0.00
C 2.223305 -4.368336 0.075495 -0.01 -0.01 0.01 0.00
C 2.864455 0.717059 -0.461812 0.01 0.04 -0.05 0.00
C 1.874867 -1.105385 4.785354 0.00 0.02 -0.01 0.00
C 0.175091 3.182706 -2.089302 -0.04 0.09 0.02 -0.01
C -2.547970 -1.874840 1.063301 0.03 0.08 0.11 0.01
C -5.431471 2.774762 -1.139119 -0.03 0.00 0.03 0.02
C 1.613009 -4.619733 -1.139204 -0.03 -0.04 0.02 0.00
C 2.203369 -0.248778 2.533186 0.04 0.00 0.03 0.03
C -4.088059 -0.147510 0.584954 -0.01 0.12 0.06 0.01
C 2.997314 2.095193 -0.373754 -0.01 0.01 -0.02 0.00
C -2.953594 -4.449594 -1.721185 0.05 0.02 -0.05 0.00
C 4.518626 0.792162 -2.246674 -0.02 0.00 0.00 0.00
H -2.437332 4.160884 -0.712234 -0.02 -0.01 0.00 0.00
H -1.450750 3.423691 0.451273 0.00 -0.02 0.03 0.00
H -1.556497 -1.655379 1.465861 0.04 -0.03 0.04 0.00
H -0.327386 5.950584 0.837335 0.00 -0.01 0.00 0.00
H -3.403656 -2.360219 -1.519696 0.00 0.02 0.00 0.00
H 1.910951 3.736076 -3.105854 -0.01 0.00 -0.03 0.00
H -2.407850 -6.522659 -1.645476 -0.01 0.00 0.00 0.00
H -6.376763 1.805986 0.639644 -0.02 -0.03 -0.03 0.00
H -4.731163 -0.527558 1.380918 0.01 0.01 0.01 0.00
H -1.332423 6.581627 -0.470735 0.00 0.01 0.00 0.00
H -3.212095 -2.038063 1.921450 -0.01 0.03 0.00 0.01
H 0.353022 7.112965 -0.316823 0.00 0.00 0.00 0.00
H -1.570669 -4.220657 1.866727 -0.01 0.00 -0.01 0.00
H -1.521341 -6.372590 0.663553 0.00 0.01 -0.01 0.00
H -3.823443 2.887590 -2.680818 0.03 0.03 0.04 0.00
H -3.338293 -4.506032 -2.731539 0.00 0.00 0.00 0.00
H -6.108530 3.570505 -1.406668 0.00 -0.01 0.00 0.00


60
Properties=species:S:1:pos:R:3:forces:R:3:mulliken_charge:R:1 method="wB97M-V/def2-TZVPD" total_energy_ha=-1774.5866 total_charge=0
Mo 0.044049 -0.006240 0.559258 -0.19 -0.36 0.11 1.11
N -0.680535 -0.017680 -1.433040 0.11 -0.27 0.77 -0.28
N -0.342082 -2.025410 0.377179 0.21 1.28 -0.07 -0.12
N -0.267432 2.044793 0.456355 0.13 -0.80 -0.09 -0.24
N -0.103157 0.030793 2.745150 -1.66 -1.18 -0.99 -0.69
N 0.163497 2.440629 2.737144 -0.27 0.27 0.04 -0.58
N -0.914236 2.387785 -1.815761 0.01 -0.26 -0.07 -0.60
N 0.334443 -2.361254 2.586993 -0.06 0.02 -0.06 -0.64
N -0.964508 -2.403667 -1.880633 0.08 0.33 0.04 -0.61
C 2.063462 0.845710 2.806250 -3.31 0.11 -0.67 0.52
C -1.546325 5.248192 -0.774073 0.01 0.01 0.00 -0.14
C -0.764891 -2.790976 -0.648980 -0.15 -0.27 -0.21 0.02
C -1.524413 -0.645440 -5.923469 0.01 -0.09 0.07 -0.60
C -1.767482 6.397625 -0.024080 0.01 -0.02 -0.02 -0.60
C -1.056539 0.717654 -3.574623 0.07 -0.14 0.08 0.46
C -0.276354 2.846237 1.615394 0.15 0.14 0.29 -0.44
C 2.149438 -0.429732 0.770913 0.64 -0.33 0.42 -0.75
C -0.604697 -4.196374 1.185466 -0.04 0.01 -0.03 -0.07
C -1.113713 -6.506668 1.288924 0.01 -0.03 0.04 -0.58
C -1.263443 1.457896 -4.737627 -0.01 0.03 -0.10 -0.26
C -0.674814 -5.355048 1.933191 -0.01 0.00 0.00 -0.40
C 4.416298 -0.564553 3.254990 -0.38 -0.86 -0.20 -0.55
C -0.831167 1.113755 -2.206918 0.08 0.43 0.14 -0.42
C 4.371499 0.870281 3.343169 -1.11 1.20 -0.09 -0.62
C -0.882061 -1.119273 -2.235459 -0.03 -0.41 -0.08 -0.76
C -1.093536 -0.678782 -3.592119 -0.03 0.09 0.16 0.74
C 0.689140 1.159190 2.710693 3.16 0.76 1.01 0.58
C -1.334241 -1.380526 -4.772136 -0.01 -0.01 -0.12 -0.28
C -1.057688 4.139284 -0.109975 0.01 -0.07 0.08 0.51
C -0.800072 4.173264 1.257130 -0.02 0.02 -0.05 0.04
C -0.953425 -4.174675 -0.164496 0.02 0.11 0.05 0.46
C -1.461143 -6.486599 -0.059932 0.01 0.03 0.00 -0.60
C 3.193443 1.567435 3.155576 2.15 0.15 0.43 -0.60
C -0.174675 -2.829822 1.520908 0.11 -0.28 0.41 -0.47
C -0.736486 2.779145 -0.586809 -0.16 0.11 0.00 -0.07
C 2.169986 -0.566828 2.329071 0.00 -0.18 -1.07 1.96
C -1.508693 6.430270 1.345100 0.00 0.02 0.02 -0.59
C 3.353398 -1.289528 2.847463 0.52 0.01 0.25 -1.19
C -1.384798 -5.317307 -0.808980 0.01 -0.02 0.00 -0.13
C 0.716201 -1.021617 2.470558 -0.09 0.35 -0.39 0.28
C -1.016392 5.312138 2.007820 -0.01 0.00 0.01 -0.39
C -1.489882 0.760693 -5.905739 0.00 0.09 0.05 -0.60
H -1.797429 -7.400810 -0.531613 0.00 0.00 0.00 0.39
H -1.708025 -1.153363 -6.861361 0.00 -0.01 0.00 0.39
H 5.330129 -1.065627 3.548079 -0.01 -0.02 0.00 0.42
H -1.746465 5.212437 -1.836216 -0.01 0.00 0.00 0.56
H -1.648594 1.300551 -6.830334 0.00 0.01 0.00 0.40
H -2.149888 7.286011 -0.509686 0.00 0.00 0.00 0.40
H -1.243488 2.539013 -4.713908 0.00 0.00 0.00 0.53
H -1.695537 7.341274 1.898181 0.00 0.00 0.00 0.40
H 5.264295 1.399616 3.647391 -0.01 0.03 0.01 0.41
H 3.133844 2.630232 3.351124 0.03 0.00 -0.04 0.49
H -0.399916 -5.359537 2.979273 0.00 -0.01 0.01 0.53
H 2.840032 0.340389 0.421976 -0.01 -0.01 -0.06 0.53
H -1.186816 -7.434112 1.841333 0.00 0.00 0.00 0.40
H 2.382276 -1.390678 0.303896 0.02 0.01 -0.12 0.31
H -0.812246 5.326705 3.069945 0.00 -0.01 0.00 0.53
H 3.380468 -2.370731 2.800739 0.01 -0.01 0.04 0.41
H -1.367063 -2.461604 -4.771891 0.00 0.00 -0.01 0.54
H -1.651568 -5.294556 -1.856773 0.00 0.00 0.00 0.55


73
Properties=species:S:1:pos:R:3:forces:R:3:mulliken_charge:R:1 method="wB97M-V/def2-TZVPD" total_energy_ha=-3365.4041 total_charge=-1 relative_energy_ev=1.6107
Au -0.041700 0.788100 -0.519800 0.01 -0.25 0.12 0.52
S 0.056800 -1.583200 0.361800 -0.23 0.33 0.60 -0.61
S 0.028300 3.163100 0.584800 -0.04 -0.35 0.09 -0.50
F 1.085000 -5.582000 -3.864600 -0.06 0.24 0.26 -0.31
F -1.356800 -4.365000 -3.695300 0.18 0.08 0.15 -0.32
F -1.825900 -2.477900 -1.832800 0.26 -0.19 -0.03 -0.30
F 3.058600 -4.883700 -2.099600 -0.20 0.10 0.00 -0.31
F 2.617400 -3.005500 -0.224500 -0.13 -0.14 -0.16 -0.37
O -0.320500 9.393600 -2.037300 0.03 0.09 -0.05 -0.51
O 0.048500 4.676800 3.379800 0.01 -0.07 -0.17 0.07
O -0.201500 8.180100 -3.888600 -0.02 0.21 0.37 -0.60
N 3.708500 2.358900 0.505800 -0.38 -0.07 -0.59 0.93
N -2.351600 1.027900 -0.337200 -0.42 0.15 -0.63 -0.42
N -3.684400 2.509600 0.522900 0.38 -0.15 -0.64 0.88
N -0.596500 5.592100 5.259100 -1.51 -0.22 -0.41 -0.51
N 0.739800 5.579800 5.248600 1.51 -0.28 -0.41 -0.60
N 3.704700 1.242900 1.247200 0.58 -0.18 0.92 -1.01
N 2.275300 1.031400 -0.437500 0.39 0.17 -0.56 -0.42
N -3.659100 1.494800 1.398100 -0.48 0.00 0.87 -0.98
C 2.837300 2.220600 -0.499000 0.16 -0.36 0.01 -0.11
C 5.066500 5.041900 2.683000 -0.09 -0.09 -0.11 -0.82
C -0.611500 -3.053200 -1.866800 0.25 0.16 0.25 0.23
C 3.432500 5.748400 4.282600 -0.19 -0.04 0.00 -0.96
C 1.852800 -4.286500 -2.020200 0.03 -0.16 -0.22 0.06
C 4.122400 4.250200 2.038800 0.15 0.03 0.08 0.72
C 2.820200 4.216200 2.512700 0.00 0.08 0.18 0.42
C -0.381900 -4.018600 -2.830400 0.06 -0.16 -0.20 0.00
C -4.433100 3.710100 0.762600 -0.34 0.32 0.20 -0.80
C 4.724600 5.784200 3.800200 0.05 0.02 0.03 -0.73
C -0.102000 6.996800 -1.845900 -0.02 -0.54 0.23 1.11
C 4.557700 3.469800 0.817000 0.27 0.27 0.19 -1.07
C 1.112900 5.038400 4.119800 -0.31 0.51 1.00 0.36
C 2.829900 0.468800 0.662000 0.15 0.21 -0.16 -0.20
C 0.369300 -2.670100 -0.931200 0.16 -0.66 -0.64 0.72
C 0.160000 5.832100 0.248200 -0.01 0.06 0.03 -0.99
C 0.855400 -4.646900 -2.919300 -0.03 0.13 0.13 0.56
C -0.996600 5.061500 4.134500 0.33 0.51 1.01 0.24
C 0.094600 7.006500 -0.458100 -0.05 0.21 -0.39 -0.76
C -4.965700 5.160200 2.732300 0.10 -0.09 -0.16 -0.87
C -4.607800 5.848000 3.880700 -0.04 0.05 0.02 -0.76
C 0.006700 4.584500 -0.384500 -0.01 -0.12 0.20 0.65
C -2.722100 4.336300 2.509600 -0.01 0.13 0.22 0.49
C -4.025100 4.406300 2.041400 -0.16 0.03 0.05 0.62
C -0.222800 5.751600 -2.481600 0.01 0.48 -0.10 -0.89
C -0.175400 4.574600 -1.776000 0.01 0.00 0.06 -0.54
C -0.203400 8.199500 -2.680500 -0.02 0.14 -0.43 0.65
C -2.364200 5.027700 3.663500 -0.46 -0.09 -0.43 0.07
C -2.892000 2.214800 -0.514600 -0.13 -0.26 0.13 -0.16
C -2.844800 0.627900 0.856500 -0.07 0.20 -0.22 -0.20
C 2.475100 4.969500 3.633400 0.44 -0.09 -0.40 0.01
C 1.612200 -3.321600 -1.059800 -0.39 0.26 -0.02 -0.11
C -3.311900 5.786200 4.350400 0.11 -0.02 0.01 -0.84
H 5.468700 6.396000 4.289400 0.04 0.04 0.04 0.38
H -2.571300 -0.297700 1.317600 0.04 -0.29 0.10 0.54
H 0.213400 7.937900 0.089400 0.05 -0.04 0.02 0.14
H 2.644900 2.973100 -1.234600 -0.07 0.26 -0.16 0.41
H -5.979000 5.219400 2.356800 -0.09 -0.02 0.02 0.42
H -5.500100 3.459000 0.802500 0.16 0.09 -0.03 0.45
H -2.733300 2.864800 -1.351700 0.07 0.21 -0.12 0.42
H -5.341400 6.449900 4.397600 -0.05 0.01 0.06 0.38
H 4.577900 4.136700 -0.053500 -0.01 -0.19 0.08 0.28
H -0.284300 3.624400 -2.281500 0.01 -0.09 -0.02 0.53
H 3.126500 6.324300 5.142300 0.06 0.06 0.07 0.52
H -4.270400 4.388100 -0.085800 0.00 -0.26 0.07 0.19
H 5.568000 3.077100 0.979300 -0.13 0.13 -0.08 0.45
H 2.058200 3.625000 2.024500 -0.07 -0.09 -0.14 0.44
H -1.973200 3.758200 1.988800 0.13 -0.09 -0.16 0.28
H -3.001200 6.332200 5.228000 -0.03 0.03 0.08 0.52
H 6.076100 5.079700 2.299000 0.14 -0.02 -0.01 0.45
H 0.322000 5.859100 1.314300 0.00 -0.04 0.06 0.18
H -0.354700 9.265200 -1.080800 -0.01 -0.09 -0.16 0.27
H -0.366400 5.750500 -3.553000 0.00 -0.02 -0.06 0.45
H 2.564100 -0.507000 1.017500 -0.06 -0.20 0.04 0.56


Number 1: maximum force 0.555 eV/A. Number 2: maximum force 3.401 eV/A. Number 3: maximum force 1.585 eV/A.